(1)
The following is a quantum chemistry calculation of a cluster of 7 separate species, C27H43INO12 in total, from the Open Molecules 2025 dataset.

Properties
Total charge: -1
HOMO-LUMO gap in eV: 4.95
HOMO level in eV: -3.52

Each line ends with the Mulliken charge.
Element x y z (Å)
C -8.51 -1.41 1.45  -0.967
C -8.27 -0.34 0.39  -0.122
C -6.86 0.23 0.22  -0.708
N -6.63 1.19 -0.65  -0.523
I -6.39 1.07 2.65  -0.586
H -7.80 -1.32 2.27  0.236
H -9.52 -1.36 1.86  0.290
H -8.38 -2.41 1.03  0.269
H -8.96 0.50 0.51  0.290
H -8.48 -0.78 -0.59  0.143
H -6.11 -0.57 0.08  0.567
H -7.30 1.95 -0.51  0.193
O -2.47 5.94 0.60  -0.643
C -2.79 4.80 0.40  0.516
O -3.42 4.42 -0.73  -0.394
C -3.76 3.00 -0.66  -0.323
C -2.79 2.42 0.35  0.074
C -2.59 3.59 1.30  -0.485
H -4.80 2.90 -0.34  0.124
H -3.67 2.59 -1.66  0.280
H -3.17 1.52 0.83  0.439
H -1.84 2.17 -0.13  -0.206
H -3.34 3.62 2.09  0.231
H -1.60 3.63 1.75  0.279
O -1.11 -0.25 -0.07  -0.514
C 0.05 0.01 -0.22  0.524
O 0.65 1.08 0.37  -0.415
C 2.00 1.21 -0.12  -0.513
C 2.38 -0.18 -0.63  -0.232
C 1.04 -0.72 -1.10  0.006
H 1.99 1.96 -0.92  0.215
H 2.63 1.57 0.69  0.317
H 3.15 -0.15 -1.40  0.502
H 2.75 -0.78 0.19  0.013
H 0.81 -0.45 -2.13  0.276
H 0.94 -1.79 -0.99  -0.086
O 1.45 -3.64 -1.97  -0.615
C 0.35 -3.91 -2.36  0.623
O -0.64 -3.00 -2.28  -0.305
C -1.91 -3.57 -2.65  -0.171
C -1.55 -4.76 -3.53  -0.463
C -0.21 -5.21 -2.92  -0.602
H -2.43 -3.87 -1.74  0.226
H -2.50 -2.80 -3.13  0.043
H -2.32 -5.53 -3.53  0.331
H -1.39 -4.43 -4.56  0.304
H -0.36 -5.90 -2.09  0.258
H 0.49 -5.64 -3.62  0.335
O 4.54 -2.09 1.64  -0.561
C 5.32 -1.19 1.62  0.562
O 5.02 0.01 1.06  -0.245
C 6.16 0.88 1.09  -0.587
C 7.05 0.34 2.21  -0.111
C 6.74 -1.16 2.15  -0.716
H 6.65 0.83 0.11  0.260
H 5.81 1.89 1.26  0.326
H 8.10 0.59 2.07  0.376
H 6.73 0.73 3.17  0.085
H 7.37 -1.69 1.43  0.278
H 6.80 -1.66 3.11  0.312
O -5.18 -2.99 -2.22  -0.574
C -5.44 -2.40 -3.23  0.461
O -4.59 -2.42 -4.30  -0.335
C -5.07 -1.58 -5.35  -0.474
C -6.57 -1.44 -5.09  -0.640
C -6.63 -1.53 -3.57  -0.115
H -4.56 -0.62 -5.29  0.287
H -4.83 -2.06 -6.30  0.329
H -6.98 -0.53 -5.51  0.345
H -7.10 -2.29 -5.53  0.276
H -6.50 -0.57 -3.07  0.110
H -7.54 -1.99 -3.19  0.307
O 7.77 1.41 5.15  -0.556
C 8.75 2.08 5.02  0.544
O 9.65 1.87 4.03  -0.340
C 10.77 2.75 4.17  -0.437
C 10.26 3.93 5.00  -0.465
C 9.21 3.25 5.88  -0.458
H 11.57 2.21 4.67  0.258
H 11.11 3.03 3.17  0.313
H 11.04 4.44 5.55  0.319
H 9.77 4.65 4.35  0.269
H 9.64 2.83 6.79  0.262
H 8.37 3.88 6.14  0.301



(2)
The following is a quantum chemistry calculation of an isolated molecule of C18H19BrN2O2, from the Open Molecules 2025 dataset.

Properties
HOMO-LUMO gap in eV: 9.15
Energy above the lowest of the compared OMol25 structures with the same formula, charge and spin in eV: 1.792
SMILES string: CN(CCCn1c(=O)oc2ccc(Br)cc21)Cc1ccccc1
HOMO level in eV: -8.48

Each line ends with the Mulliken charge.
Element x y z (Å)
C 1.84 -1.64 0.89  -0.951
N 1.03 -0.40 1.07  0.590
C 1.08 0.61 0.00  -1.284
C -0.34 1.15 -0.21  -0.448
C -1.12 0.10 -1.01  -1.239
N -0.63 -0.10 -2.40  0.333
C -0.01 -1.19 -2.96  0.339
O 0.24 -2.23 -2.34  -0.616
O 0.23 -0.98 -4.32  -0.401
C -0.17 0.29 -4.54  0.408
C -0.10 1.01 -5.71  -0.860
C -0.60 2.31 -5.74  -0.275
C -1.18 2.91 -4.60  -0.515
Br -1.80 4.70 -4.60  -0.190
C -1.21 2.18 -3.42  -0.153
C -0.73 0.87 -3.40  0.773
C 1.15 0.22 2.44  -1.163
C 0.45 -0.62 3.51  0.560
C 0.89 -0.61 4.84  -0.534
C 0.26 -1.41 5.80  -0.565
C -0.93 -2.06 5.49  -0.462
C -1.42 -2.00 4.18  -0.572
C -0.71 -1.33 3.19  0.021
H 2.95 -1.40 1.09  0.295
H 1.77 -2.01 -0.14  0.298
H 1.46 -2.47 1.56  0.253
H 1.71 1.47 0.26  0.329
H 1.51 0.20 -0.88  0.536
H -0.23 2.03 -0.83  0.428
H -0.75 1.36 0.76  0.526
H -2.15 0.38 -1.04  0.266
H -1.08 -0.88 -0.50  0.598
H 0.33 0.57 -6.62  0.394
H -0.54 2.88 -6.67  0.374
H -1.64 2.64 -2.52  0.454
H 2.21 0.39 2.65  0.324
H 0.66 1.22 2.48  0.370
H 1.72 0.01 5.15  0.379
H 0.68 -1.54 6.78  0.384
H -1.39 -2.74 6.17  0.368
H -2.38 -2.51 3.97  0.350
H -1.06 -1.35 2.17  0.280



(3)
The following is a quantum chemistry calculation of an isolated molecule of CH2N2O2S, from the Open Molecules 2025 dataset.

Properties
HOMO-LUMO gap in eV: 9.96
Energy above the lowest of the compared OMol25 structures with the same formula, charge and spin in eV: 5.202
HOMO level in eV: -10.37

Each line ends with the Mulliken charge.
Element x y z (Å)
C -0.12 -0.05 0.35  0.212
N 1.97 0.20 -0.38  -0.486
N 0.89 -0.44 -0.54  -0.027
O -2.56 0.98 0.37  -0.485
O -1.15 -1.16 0.47  -0.322
S -1.73 0.09 -0.42  0.456
H 0.23 0.49 1.36  0.372
H 2.48 -0.10 -1.20  0.280



(4)
The following is a quantum chemistry calculation of a cluster of 2 separate species, C5H8N4O2 in total, from the Open Molecules 2025 dataset.

Properties
HOMO-LUMO gap (spin up / spin down) in eV: 8.42 / 8.42
Energy above the lowest of the compared OMol25 structures with the same formula, charge and spin in eV: 4.260
HOMO level (spin up / spin down) in eV: -7.96 / -7.96

Each line ends with the Mulliken charge.
Element x y z (Å)
C 3.39 -1.23 1.07  0.748
C -1.77 -0.97 0.42  -0.421
C -2.57 0.13 -0.23  -0.430
C -0.32 -0.68 -0.04  -0.395
C -1.60 1.10 -0.79  -0.294
N 2.88 1.26 -0.28  -0.656
N 0.65 1.45 -0.75  -1.216
N 1.80 0.69 -0.61  0.416
N -0.40 0.65 -0.67  0.714
O 3.40 -0.77 2.10  -0.362
O 3.33 -1.79 0.06  -0.396
H -1.80 -0.95 1.50  0.362
H -2.05 -1.92 -0.08  0.212
H -3.31 -0.20 -0.97  0.305
H -3.11 0.66 0.57  0.218
H 0.33 -0.54 0.86  0.071
H 0.11 -1.30 -0.75  0.415
H -1.69 2.11 -1.23  0.456
H 2.72 2.30 -0.17  0.253



(5)
The following is a quantum chemistry calculation of an isolated molecule of C24H29N5OS, from the Open Molecules 2025 dataset.

Properties
HOMO-LUMO gap in eV: 8.37
Energy above the lowest of the compared OMol25 structures with the same formula, charge and spin in eV: 0.000
SMILES string: CCn1c(CNc2ccc(C)cc2C)nnc1SCC(=O)N1CCCc2ccccc21
HOMO level in eV: -7.86

Each line ends with the Mulliken charge.
Element x y z (Å)
C 3.22 -3.73 1.00  -1.139
C 2.72 -2.63 0.06  -0.674
N 1.34 -2.33 0.32  0.518
C 0.80 -1.45 1.21  0.492
C 1.59 -0.54 2.10  -1.115
N 0.72 0.23 2.96  -0.330
C 0.37 1.54 2.60  0.352
C 1.36 2.46 2.27  -0.404
C 1.04 3.77 1.97  -1.206
C -0.27 4.21 2.01  0.829
C -0.64 5.62 1.69  -1.462
C -1.25 3.29 2.36  -0.727
C -0.96 1.96 2.65  1.415
C -2.06 1.00 2.98  -2.082
N -0.50 -1.53 1.20  0.045
N -0.86 -2.47 0.31  -0.811
C 0.23 -2.95 -0.22  0.261
S 0.35 -4.25 -1.38  -0.211
C 0.53 -3.28 -2.93  -0.450
C -0.84 -2.77 -3.35  0.484
O -1.59 -3.50 -3.96  -0.682
N -1.23 -1.53 -2.95  0.314
C -2.67 -1.28 -3.10  -0.704
C -3.13 -0.06 -2.32  -0.913
C -2.38 0.02 -1.00  -0.984
C -0.94 0.24 -1.35  0.878
C -0.15 1.20 -0.76  -0.640
C 1.15 1.42 -1.19  -0.615
C 1.64 0.71 -2.28  -1.106
C 0.85 -0.24 -2.90  -0.687
C -0.42 -0.53 -2.40  -0.103
H 3.13 -3.43 2.04  0.286
H 4.27 -3.93 0.79  0.423
H 2.65 -4.64 0.84  0.290
H 3.30 -1.71 0.20  0.353
H 2.81 -2.96 -0.97  0.349
H 2.20 0.13 1.48  0.366
H 2.27 -1.14 2.72  0.218
H -0.09 -0.31 3.22  0.400
H 2.40 2.15 2.26  0.545
H 1.83 4.46 1.71  0.343
H 0.23 6.19 1.38  0.368
H -1.38 5.66 0.89  0.330
H -1.07 6.11 2.56  0.327
H -2.28 3.61 2.39  0.346
H -1.99 0.11 2.35  0.418
H -2.00 0.69 4.03  0.411
H -3.03 1.46 2.83  0.392
H 0.88 -4.00 -3.66  0.475
H 1.28 -2.51 -2.75  0.209
H -3.18 -2.18 -2.73  0.494
H -2.90 -1.18 -4.16  0.303
H -4.21 -0.13 -2.16  0.437
H -2.93 0.85 -2.90  0.368
H -2.74 0.84 -0.37  0.454
H -2.49 -0.92 -0.45  0.402
H -0.55 1.79 0.05  0.455
H 1.76 2.16 -0.70  0.525
H 2.62 0.92 -2.66  0.429
H 1.20 -0.73 -3.79  0.742



(6)
The following is a quantum chemistry calculation of an isolated molecule of C6H9N, from the Open Molecules 2025 dataset.

Properties
HOMO-LUMO gap in eV: 8.29
Energy above the lowest of the compared OMol25 structures with the same formula, charge and spin in eV: 6.474
HOMO level in eV: -8.40

Each line ends with the Mulliken charge.
Element x y z (Å)
C -1.82 1.08 -0.51  -0.789
C 0.61 0.55 0.16  -0.475
C 0.88 -0.47 -0.91  -0.225
C 2.19 -0.84 -0.39  -0.664
C 3.25 -1.04 0.16  0.256
C -0.36 -0.06 1.14  -0.380
N -1.63 -0.07 0.39  -0.387
H -1.10 1.04 -1.34  0.231
H -1.71 2.07 -0.04  0.303
H -2.81 0.99 -0.95  0.342
H 0.98 -0.02 -1.90  0.295
H 0.20 -1.33 -0.94  0.270
H 4.21 -1.22 0.60  0.402
H -0.08 -1.11 1.39  0.280
H -0.41 0.50 2.08  0.285
H -2.39 -0.07 1.06  0.255



(7)
The following is a quantum chemistry calculation of a structure of composition C3H2O2Tm, from the Open Molecules 2025 dataset.

Properties
Total charge: +2
Expectation value of S²: 3.77
Spin multiplicity: 4
HOMO-LUMO gap (spin up / spin down) in eV: 7.32 / 5.79
Energy above the lowest of the compared OMol25 structures with the same formula, charge and spin in eV: 0.680
HOMO level (spin up / spin down) in eV: -17.12 / -17.85

Each line ends with the Löwdin spin population.
Element x y z (Å)
O -0.40 0.39 -1.21  0.301
C 0.75 0.27 -0.59  0.173
C 0.80 -0.21 0.67  0.472
O -0.43 -0.60 1.25  0.230
C -1.51 -0.59 0.57  0.718
Tm -2.51 1.27 -0.64  1.089
H 1.65 0.13 -1.22  0.005
H 1.65 -0.65 1.17  0.011



(8)
The following is a quantum chemistry calculation of the ion C3H3BrN3 with charge +1, from the Open Molecules 2025 dataset.

Properties
Total charge: +1
HOMO-LUMO gap in eV: 10.08
Energy above the lowest of the compared OMol25 structures with the same formula, charge and spin in eV: 2.232
SMILES string: [NH2+]=C=N[C@@H]1N=C1Br
HOMO level in eV: -14.45

Each line ends with the Mulliken charge.
Element x y z (Å)
N -0.86 0.93 0.31  -0.302
C -0.01 0.09 -0.10  0.419
N 0.65 -0.66 -0.72  -0.044
C 1.79 -1.39 -0.44  0.062
N 2.09 -1.25 1.01  -0.436
C 2.91 -0.70 0.24  0.200
Br 4.36 0.33 -0.04  0.067
H -1.64 0.64 0.89  0.289
H -0.82 1.92 0.07  0.290
H 1.88 -2.32 -0.98  0.455



(9)
The following is a quantum chemistry calculation of a cluster of 11 separate species, C34H78O17S11 in total, from the Open Molecules 2025 dataset.

Properties
HOMO-LUMO gap in eV: 8.65
Energy above the lowest of the compared OMol25 structures with the same formula, charge and spin in eV: 0.000
HOMO level in eV: -8.34

Each line ends with the Mulliken charge.
Element x y z (Å)
C -5.13 -14.60 -4.52  -0.227
C -4.37 -15.70 -3.79  -0.519
C -5.45 -16.55 -3.03  0.371
S -6.79 -15.41 -2.81  0.928
O -7.09 -15.29 -1.42  -0.721
O -7.87 -15.77 -3.73  -0.478
C -5.95 -13.95 -3.46  -0.798
H -5.72 -15.00 -5.36  -0.067
H -4.47 -13.80 -4.98  0.405
H -3.68 -15.27 -3.09  0.406
H -3.73 -16.37 -4.45  0.179
H -5.19 -16.82 -2.00  0.151
H -5.96 -17.36 -3.52  -0.401
H -5.33 -13.51 -2.70  0.372
H -6.82 -13.34 -3.83  0.402
C -7.50 -22.21 1.81  -0.035
C -8.83 -22.66 1.23  -0.779
C -8.49 -23.54 -0.06  0.508
S -6.94 -24.36 0.28  0.851
O -6.02 -23.98 -0.78  -0.461
O -7.03 -25.76 0.56  -0.783
C -6.67 -23.46 1.93  -0.836
H -7.65 -21.80 2.86  0.374
H -7.01 -21.48 1.23  -0.083
H -9.49 -21.83 1.08  0.248
H -9.28 -23.37 1.94  0.452
H -8.40 -22.96 -0.91  -0.813
H -9.20 -24.35 -0.32  0.555
H -5.58 -23.30 2.05  0.374
H -7.12 -24.19 2.68  0.331
C -12.76 -22.89 -2.73  -0.917
C -12.84 -24.08 -3.75  -0.544
C -11.76 -23.96 -4.86  -0.725
S -10.41 -23.35 -3.93  0.818
O -9.48 -22.77 -4.83  -0.493
O -9.89 -24.37 -3.09  -0.747
C -11.49 -22.07 -3.04  0.144
H -12.62 -23.33 -1.78  0.304
H -13.55 -22.22 -2.72  0.502
H -13.95 -24.11 -4.23  0.280
H -12.81 -25.00 -3.15  0.280
H -11.99 -23.30 -5.68  0.129
H -11.30 -24.84 -5.21  0.673
H -11.61 -21.22 -3.74  -0.070
H -10.84 -21.77 -2.18  0.201
C -3.49 -20.74 0.64  -0.775
C -3.95 -21.46 -0.67  0.260
C -3.05 -20.92 -1.83  -0.201
S -2.38 -19.33 -1.23  1.042
O -2.71 -18.16 -2.00  -0.516
O -0.99 -19.63 -0.86  -0.708
C -3.31 -19.31 0.31  -0.827
H -2.53 -21.18 0.88  0.407
H -4.24 -20.76 1.43  0.335
H -4.98 -21.11 -0.73  -0.548
H -3.91 -22.55 -0.61  0.398
H -3.70 -20.68 -2.65  -0.055
H -2.25 -21.61 -2.07  0.432
H -4.21 -18.75 0.20  0.194
H -2.60 -18.80 0.92  0.567
C -8.37 -17.18 1.05  -0.677
C -9.38 -16.05 1.03  -0.539
C -10.74 -16.71 0.94  -0.826
S -10.56 -18.08 -0.19  1.103
O -11.01 -17.71 -1.55  -0.640
O -11.05 -19.32 0.40  -0.722
C -8.73 -18.07 -0.09  1.608
H -8.43 -17.66 2.02  0.398
H -7.36 -16.81 0.90  0.342
H -9.24 -15.51 0.08  0.150
H -9.36 -15.27 1.81  0.451
H -11.54 -16.10 0.48  0.429
H -11.15 -17.13 1.90  0.285
H -8.42 -17.65 -1.06  -0.571
H -8.33 -19.09 -0.23  -0.808
C -5.11 -26.80 -4.38  -0.636
C -5.54 -25.91 -3.22  -0.521
C -6.17 -24.67 -3.80  0.986
S -5.20 -24.25 -5.19  1.414
O -4.25 -23.18 -4.89  -0.691
O -6.05 -24.13 -6.35  -0.773
C -4.31 -25.88 -5.36  -0.964
H -6.04 -27.17 -4.90  0.313
H -4.39 -27.59 -4.13  0.388
H -4.68 -25.53 -2.68  0.230
H -6.24 -26.52 -2.57  0.283
H -6.16 -23.93 -3.02  -0.736
H -7.19 -24.71 -4.21  0.028
H -3.28 -25.65 -5.04  0.344
H -4.41 -26.20 -6.41  0.405
C -6.52 -16.41 -8.48  -0.402
S -8.24 -17.17 -8.65  0.306
O -8.00 -18.62 -9.01  -0.646
C -8.75 -17.09 -6.94  0.394
H -5.91 -16.99 -9.19  0.335
H -6.15 -16.59 -7.50  -0.273
H -6.56 -15.31 -8.63  0.406
H -9.73 -17.56 -6.82  -0.439
H -8.90 -16.06 -6.76  0.516
H -8.05 -17.58 -6.23  -0.239
C -12.38 -16.76 -4.47  -0.565
S -12.61 -18.00 -5.76  0.430
O -11.37 -18.82 -5.83  -0.436
C -13.89 -18.91 -4.88  -1.006
H -11.51 -16.18 -4.79  0.275
H -12.12 -17.18 -3.53  0.008
H -13.33 -16.22 -4.37  0.493
H -14.29 -19.77 -5.40  0.362
H -14.65 -18.17 -4.74  0.491
H -13.56 -19.21 -3.89  0.135
C -5.54 -20.45 -7.80  0.035
S -4.53 -19.29 -7.03  0.289
O -5.51 -18.82 -5.94  -0.610
C -3.31 -20.27 -6.13  -0.268
H -5.91 -21.25 -7.02  -0.147
H -5.06 -20.99 -8.62  0.505
H -6.39 -19.87 -8.12  -0.239
H -2.99 -19.50 -5.40  0.274
H -2.58 -20.78 -6.80  0.427
H -3.96 -21.04 -5.68  -0.243
C -9.64 -21.22 -7.47  -0.030
S -11.01 -21.76 -8.54  0.293
O -12.03 -22.50 -7.70  -0.654
C -11.70 -20.00 -8.92  -0.327
H -9.05 -22.05 -7.13  0.182
H -9.96 -20.66 -6.58  -0.134
H -8.91 -20.67 -8.11  0.226
H -12.31 -20.01 -9.82  0.437
H -10.84 -19.38 -9.06  0.054
H -12.28 -19.63 -8.08  -0.094
C -8.87 -19.60 -3.71  0.542
S -7.43 -20.08 -2.67  0.465
O -7.99 -20.85 -1.48  -0.324
C -6.79 -21.33 -3.80  1.003
H -9.72 -19.32 -3.04  -0.134
H -9.11 -20.48 -4.30  -0.627
H -8.73 -18.76 -4.34  -0.068
H -6.02 -21.87 -3.30  -0.181
H -6.36 -20.79 -4.62  -0.283
H -7.64 -21.96 -4.05  -0.313